Entry 1:
Below is C24H19NO2TeTl as an isolated structure, with properties calculated with ωB97M-V/def2-TZVPD.

```
48
Properties=species:S:1:pos:R:3:forces:R:3
Tl -1.002 2.754 -0.095 -0.15 0.13 -0.08
C -0.832 1.753 4.417 -0.01 0.00 -0.02
C -1.052 0.385 4.524 0.00 0.00 0.01
C -1.368 -0.341 3.387 0.00 -0.02 0.00
C -1.462 0.294 2.144 0.02 0.04 0.02
C -1.224 1.670 2.003 0.07 0.05 0.03
C -0.910 2.367 3.173 -0.03 -0.04 0.03
C -1.812 -0.500 0.936 -0.05 -0.05 0.02
C -2.479 -1.758 1.041 -0.04 -0.02 0.02
C -2.781 -2.463 -0.080 0.00 -0.01 0.01
C -2.438 -1.944 -1.350 0.01 0.04 -0.02
C -2.709 -2.607 -2.569 0.00 0.00 0.01
C -2.357 -2.035 -3.758 0.01 0.00 0.00
C -1.721 -0.773 -3.779 -0.01 -0.01 -0.01
C -1.450 -0.110 -2.616 0.00 0.00 0.04
C -1.802 -0.685 -1.370 -0.01 0.01 -0.04
N -1.502 -0.001 -0.236 0.08 -0.05 -0.07
H -0.592 2.333 5.302 0.00 0.00 0.00
H -0.973 -0.114 5.483 0.00 0.00 0.00
H -1.515 -1.411 3.480 0.00 0.01 0.00
H -0.726 3.438 3.119 0.00 0.00 0.00
H -2.768 -2.132 2.012 0.01 0.01 -0.01
H -3.295 -3.417 -0.016 0.00 0.00 0.00
H -3.201 -3.573 -2.542 0.00 0.00 0.00
H -2.566 -2.545 -4.691 0.00 0.00 0.00
H -1.450 -0.328 -4.728 0.00 0.00 0.00
H -0.971 0.862 -2.608 0.00 -0.01 -0.02
C 4.103 1.490 -1.925 -0.01 -0.03 -0.04
Te 2.153 2.421 -1.724 0.07 -0.09 0.10
C 1.842 0.936 -0.209 0.03 0.00 -0.01
C 2.987 -0.036 -0.278 0.02 0.02 -0.03
C 2.967 -1.201 0.488 0.00 -0.01 0.00
C 4.014 -2.106 0.430 0.00 0.01 -0.01
C 5.100 -1.852 -0.400 -0.01 0.01 0.00
C 5.126 -0.695 -1.161 -0.01 0.00 0.00
C 4.076 0.222 -1.109 -0.01 0.00 0.01
H 4.876 2.167 -1.560 -0.01 0.01 0.01
H 4.311 1.275 -2.973 0.00 0.00 0.00
H 0.888 0.445 -0.390 0.02 0.01 0.01
H 1.783 1.420 0.766 0.01 0.01 0.00
H 2.114 -1.393 1.130 0.00 0.00 0.00
H 3.982 -3.009 1.027 0.00 0.00 0.00
H 5.921 -2.556 -0.455 0.00 0.00 0.00
H 5.971 -0.495 -1.811 0.00 0.00 0.00
O -3.438 2.422 -0.691 0.00 0.00 0.00
C -3.818 3.467 -0.107 0.05 -0.07 0.07
O -3.101 4.248 0.550 0.00 0.02 -0.03
H -4.900 3.708 -0.181 -0.05 0.02 -0.02
```
Forces are in eV/Å.

Its largest force on an atom is 0.21 eV/A. As for the total charge: -1. The value obtained for the energy above the lowest of the compared OMol25 structures with the same formula, charge and spin is 0.0 kcal per mole.

Entry 2:
Below is C24H20BF4MnN4O8 as an isolated structure at a distorted geometry, with properties calculated with ωB97M-V/def2-TZVPD.

```
62
Properties=species:S:1:pos:R:3:forces:R:3
Mn 0.160 2.559 -3.194 -0.25 -0.42 0.90
B -0.568 0.444 -2.382 -0.90 -0.92 1.13
F -0.896 -0.799 -2.125 0.06 -0.52 -0.22
F -0.890 1.356 -1.373 0.30 0.64 -0.52
F 0.840 0.675 -2.660 0.29 0.58 -0.47
F -1.217 1.039 -3.546 0.36 0.57 -0.74
C -0.716 -0.181 3.939 -0.10 0.52 0.61
C 0.212 0.750 4.411 0.20 -0.45 0.03
C 0.766 1.701 3.578 0.08 0.17 0.03
C 0.347 1.728 2.257 0.00 -0.41 0.26
C -0.580 0.824 1.786 0.05 -0.09 -0.63
C -1.135 -0.121 2.625 -0.05 0.08 -0.09
N 0.914 2.714 1.352 -0.53 0.80 -0.26
O 1.907 3.296 1.699 0.41 0.02 -0.05
O 0.299 2.974 0.310 0.33 -0.38 0.07
H -1.138 -0.863 4.665 -0.04 -0.22 -0.23
H 0.557 0.693 5.435 -0.14 0.05 0.03
H 1.492 2.405 3.960 -0.02 0.03 -0.13
H -0.831 0.797 0.740 -0.15 0.30 -0.03
H -1.908 -0.747 2.202 0.09 -0.31 0.25
C -0.522 -4.246 1.002 -0.53 0.15 -1.18
C 0.116 -5.400 1.433 0.24 0.57 0.31
C 1.497 -5.501 1.299 -0.28 -0.27 0.05
C 2.180 -4.474 0.674 0.05 0.00 0.33
C 1.549 -3.354 0.183 -0.80 0.15 -0.96
C 0.161 -3.261 0.284 0.70 -0.55 0.57
N 3.639 -4.580 0.502 0.06 -0.32 0.11
O 4.185 -5.572 0.940 -0.05 0.13 -0.05
O 4.200 -3.671 -0.072 0.13 0.16 -0.08
H -1.606 -4.166 1.008 0.08 -0.16 0.34
H -0.463 -6.188 1.893 0.10 -0.08 0.04
H 2.021 -6.381 1.641 0.11 0.05 -0.02
H 2.079 -2.656 -0.451 0.24 0.02 0.31
H -0.367 -2.486 -0.251 -0.07 0.16 0.24
C -5.833 0.749 -1.096 -0.49 0.27 0.15
C -7.068 1.393 -1.147 0.29 -0.14 0.40
C -7.212 2.565 -1.858 -0.20 0.62 -0.23
C -6.136 3.045 -2.585 -0.22 -0.73 0.04
C -4.964 2.329 -2.660 0.85 0.38 -0.18
C -4.782 1.222 -1.868 -0.06 -0.54 0.65
N -6.226 4.314 -3.298 -0.37 0.20 -0.10
O -7.287 4.901 -3.275 0.23 -0.05 -0.03
O -5.220 4.701 -3.861 0.08 0.19 -0.13
H -5.739 -0.064 -0.389 0.26 -0.16 -0.24
H -7.877 1.022 -0.532 -0.08 0.03 -0.10
H -8.120 3.153 -1.843 -0.04 -0.13 0.03
H -4.148 2.668 -3.284 -0.14 0.20 0.02
H -3.800 0.777 -1.771 -0.05 -0.17 -0.26
C 3.065 -0.006 -0.213 -0.30 0.30 -0.50
C 3.798 -0.182 -1.380 0.23 0.19 -0.19
C 5.134 0.183 -1.440 -0.37 0.64 -0.36
C 5.688 0.803 -0.334 -0.08 -0.89 -0.23
C 4.964 0.989 0.816 0.25 0.57 1.00
C 3.638 0.613 0.889 -0.42 -0.61 -0.45
N 7.103 1.194 -0.361 -0.04 0.70 0.09
O 7.576 1.671 0.651 -0.01 -0.19 0.02
O 7.684 1.081 -1.415 0.20 -0.20 -0.25
H 2.012 -0.273 -0.240 0.06 -0.04 0.32
H 3.343 -0.520 -2.303 -0.13 -0.35 0.21
H 5.644 0.135 -2.391 0.34 -0.20 0.21
H 5.453 1.463 1.658 -0.02 -0.04 -0.03
H 3.029 0.760 1.768 0.25 0.10 0.19
```
Forces are in eV/Å.

The spin multiplicity is 6. Its largest force on an atom is 1.71 eV/A. As for the total charge: +1. The value obtained for the energy above the lowest of the compared OMol25 structures with the same formula, charge and spin is 50.5 kcal per mole.

Entry 3:
Below is C24H20BrN3O5Os as an isolated structure at a distorted geometry, with properties calculated with ωB97M-V/def2-TZVPD.

```
54
Properties=species:S:1:pos:R:3:forces:R:3
Os -1.118 0.554 0.805 0.70 -1.93 -0.07
O -1.144 2.403 0.410 -0.35 0.52 0.29
C -0.417 2.873 -0.640 -0.25 0.18 -0.14
C 0.246 4.082 -0.444 -0.05 0.01 0.32
C 0.992 4.663 -1.448 0.01 -0.01 -0.08
C 1.060 4.070 -2.708 0.01 0.07 0.10
C 0.396 2.884 -2.919 0.02 -0.11 -0.01
C -0.317 2.249 -1.894 -0.04 0.02 0.00
C -0.893 0.955 -2.177 -0.03 -0.09 -0.71
N -1.381 0.217 -1.267 0.25 0.19 0.03
N -1.929 -1.004 -1.585 0.15 0.16 -0.12
C -2.449 -1.501 -0.517 -0.53 0.10 0.26
O -2.506 -0.843 0.646 0.25 -0.10 -0.50
C -2.980 -2.880 -0.530 0.04 0.00 0.30
C -2.824 -3.697 -1.646 -0.01 -0.01 -0.08
C -3.224 -5.021 -1.592 -0.06 -0.03 -0.01
C -3.781 -5.540 -0.429 0.02 0.03 0.06
C -3.945 -4.726 0.683 -0.02 0.03 -0.06
C -3.546 -3.399 0.632 -0.01 0.00 0.00
H 0.178 4.525 0.542 0.01 0.05 -0.04
H 1.530 5.581 -1.253 -0.03 0.01 0.01
H 1.639 4.527 -3.498 -0.02 0.00 -0.01
H 0.448 2.396 -3.886 -0.02 0.00 0.01
H -0.892 0.592 -3.204 -0.10 0.05 -0.02
H -2.381 -3.290 -2.544 0.02 0.02 0.03
H -3.098 -5.659 -2.457 0.01 0.02 -0.01
H -4.081 -6.580 -0.388 -0.01 0.01 -0.02
H -4.382 -5.126 1.589 0.00 0.01 0.00
H -3.659 -2.751 1.491 0.00 -0.04 0.01
N -0.208 -3.304 2.608 0.17 -0.06 -0.05
C -0.427 -2.022 2.279 -0.05 -0.19 -0.04
O -0.103 -1.601 1.159 -0.34 0.58 0.37
C -1.127 -1.155 3.283 -0.01 0.17 -0.07
C -1.004 0.315 2.902 -0.08 0.83 -0.04
H 0.260 -3.907 1.953 -0.04 0.00 -0.03
H -0.456 -3.663 3.511 0.02 0.05 0.03
H -0.723 -1.341 4.283 -0.03 -0.15 -0.01
H -2.172 -1.481 3.285 0.00 0.01 0.02
H -0.007 0.673 3.132 -0.05 0.00 0.49
H -1.727 0.903 3.472 -0.04 -0.03 0.01
Br 6.625 3.235 -2.016 0.04 -0.06 0.00
C 5.181 2.478 -1.050 -0.02 0.00 0.00
C 5.221 2.470 0.336 -0.01 0.01 0.01
C 4.128 1.984 1.036 0.06 0.03 0.00
C 3.006 1.528 0.356 -0.10 -0.07 -0.21
C 3.005 1.497 -1.033 0.11 -0.01 -0.01
C 4.098 1.966 -1.746 -0.03 -0.01 0.03
C 1.800 1.113 1.151 0.10 -0.22 -0.03
O 1.830 1.127 2.360 -0.04 -0.02 0.05
O 0.783 0.781 0.372 0.43 -0.17 -0.01
H 6.090 2.847 0.856 -0.01 0.01 0.00
H 4.130 1.958 2.117 -0.04 0.06 0.00
H 2.143 1.105 -1.553 0.02 0.03 0.01
H 4.108 1.943 -2.827 -0.02 0.04 0.00
```
Forces are in eV/Å.

Its largest force on an atom is 2.05 eV/A. The value obtained for the energy above the lowest of the compared OMol25 structures with the same formula, charge and spin is 6.2 kcal per mole.

What is the formula in the third record?
C24H20BrN3O5Os